C47H44N11P2Sn | ωB97M-V with the def2-TZVPD basis set

Cartesian coordinates (Å):
C -2.55 3.29 4.82
H -3.47 1.60 1.49
C -1.66 -0.02 -5.27
C 2.23 -2.76 0.15
Sn -2.00 0.56 -0.83
C 0.40 2.52 -2.55
C 0.79 4.49 2.18
C 1.88 -0.10 2.87
C -1.48 -3.38 1.77
C 1.35 5.01 3.34
H -2.28 3.75 5.76
C -2.23 -4.45 2.25
C 3.03 -4.11 -1.70
C -1.93 -0.09 -3.91
C -0.73 -5.40 -4.20
C 3.41 3.85 2.83
N -2.91 3.19 -3.10
H -0.67 -5.51 -5.28
C -1.41 -1.62 -1.19
H -1.05 -3.29 -4.25
H -3.30 -4.33 2.39
H 5.11 -3.91 -2.20
C -0.64 -6.40 -2.00
C 3.52 -2.24 0.28
N -2.49 3.38 -1.82
H 0.94 1.71 3.50
C 2.66 4.69 3.65
H 2.84 3.71 -2.40
C -1.62 -5.66 2.54
C -2.28 4.97 0.77
N -4.21 4.70 -2.27
H 3.62 2.48 -1.37
H -4.50 4.19 4.74
H 1.00 3.22 0.49
H 3.39 2.66 1.05
C 0.51 -4.73 1.90
C -0.10 -3.51 1.59
H 2.33 0.34 1.97
H 4.43 3.60 3.08
C 0.64 0.68 3.28
H 2.13 1.56 -3.04
N -3.92 3.96 -3.34
H 2.83 -4.85 -2.47
C 2.01 -3.70 -0.86
C -4.10 2.92 3.05
H 0.28 0.26 4.23
H 0.76 5.66 3.97
C 4.55 -2.65 -0.56
C -0.94 -4.17 -3.63
H 1.58 -4.84 1.77
H -2.21 -0.64 -5.96
C 1.61 -1.60 2.69
C -0.85 -5.16 -1.44
H 3.73 -1.50 1.05
C 1.60 0.79 -1.23
C -0.31 1.59 -3.48
C -1.01 -4.02 -2.24
C 2.68 2.96 -1.64
H -0.16 2.71 -1.63
C -3.31 4.32 -1.37
H -5.06 3.09 2.58
H -1.95 -2.43 1.55
H 0.74 2.36 -5.20
H -0.91 -5.05 -0.36
C 2.82 3.33 1.68
H 0.89 0.08 -1.64
H -0.45 0.90 -6.80
C -0.57 -6.53 -3.39
H -0.67 2.30 4.66
H 2.22 3.41 -0.76
C 1.51 3.64 1.36
N -1.29 5.63 2.53
N -2.41 5.74 1.90
P -0.79 0.72 2.06
N 1.75 1.93 -2.17
C -1.22 -2.73 -1.67
C -0.35 -7.82 -3.98
C -1.92 1.83 2.96
C -0.24 -5.80 2.37
N -0.53 4.83 1.82
C -1.27 0.71 -2.98
H 2.52 -2.19 2.80
P 0.82 -2.02 1.06
C -1.63 2.46 4.18
H -2.20 -6.49 2.91
H -0.52 -7.27 -1.38
N -0.17 -8.85 -4.46
C 0.00 1.65 -4.84
H -2.69 -0.78 -3.57
C 4.31 -3.59 -1.55
N -1.10 4.39 0.69
H 1.24 1.16 -0.27
C -0.67 0.84 -5.74
H 0.24 -6.74 2.60
H 0.62 3.48 -3.03
H 3.11 5.09 4.56
H 5.54 -2.23 -0.43
H 0.91 -1.93 3.46
H -4.11 5.45 0.12
H 2.57 0.31 -1.11
H 1.01 -4.11 -0.99
C -3.79 3.53 4.26
H 2.63 0.01 3.67
N -3.30 4.91 -0.11
C -3.19 2.08 2.42

## Properties
**Relative energy (zero: lowest compared OMol25 entry of this formula, charge and spin)**: 34.1 kcal/mol
**Gap between HOMO and LUMO**: 5.07 eV
**HOMO**: -3.5 eV
**Lowest unoccupied orbital energy**: 0.05871 Eh
**Net charge**: -1

C47H44N4O6P2RuS | ωB97M-V with the def2-TZVPD basis set

Cartesian coordinates (Å):
C -1.85 1.74 2.34
C 0.90 5.15 -1.30
C -2.14 2.80 3.21
C -3.87 -2.28 -2.88
C 1.61 3.10 -0.23
H 4.83 1.18 -3.52
C -3.45 -4.14 -4.51
H 4.69 -1.52 4.53
Ru -1.65 0.26 -0.31
C 2.51 0.49 2.90
H -3.19 -5.15 -4.16
C -6.51 -0.09 -0.20
H 0.47 -4.19 0.39
C 4.21 -0.61 4.20
C 0.62 -3.18 3.61
H 7.10 -2.16 2.20
O -1.59 -0.62 2.09
H 5.17 -2.41 0.51
C -0.81 -1.74 2.34
C 2.92 1.71 3.42
P 0.70 0.51 -0.98
S 6.95 -0.85 0.19
C 0.90 2.32 -1.07
C -3.00 -3.14 -3.48
P 1.09 0.51 1.75
H -2.88 -3.95 -5.44
C 3.90 0.64 -3.51
H -0.31 4.86 -3.07
O -4.83 -4.03 -4.73
C 2.96 0.90 -2.53
H 5.51 0.67 5.32
H -0.92 -3.78 -3.51
C 1.47 -0.70 -3.50
C -1.63 0.44 2.98
C 0.88 -3.93 2.48
H 0.51 -1.19 -3.56
H 4.37 -0.09 1.23
H 0.96 6.22 -1.44
H -8.41 0.32 -2.08
C 0.28 -3.60 1.27
H -2.58 4.89 3.37
H 8.03 -0.65 2.29
C 7.09 -1.09 1.98
C 3.13 -0.68 3.33
O -1.35 2.44 -1.73
N -3.72 0.15 -0.09
C -1.25 -2.14 -2.19
C 4.23 -0.46 0.21
C -0.56 -2.51 1.21
O -1.53 0.30 4.18
C -0.24 -2.08 3.56
C 1.66 4.53 -0.40
C -4.31 -0.60 -1.07
C -0.16 4.43 -2.07
C 2.41 -0.96 -4.48
H -1.06 -2.21 0.30
H -8.47 0.68 0.21
H -6.18 -1.27 -1.92
C -2.35 4.07 2.71
C -2.26 4.26 1.34
H -2.41 5.22 0.88
O -8.53 -0.46 -1.53
H 2.68 -1.43 -0.94
N 1.82 0.07 0.24
C 2.80 -1.00 0.06
H -2.22 2.58 4.26
N -1.72 1.90 1.00
H 3.16 1.66 -1.79
H 1.54 -4.79 2.53
C 4.00 1.78 4.28
H 4.37 0.38 -0.47
C -5.72 -0.70 -1.14
H -6.45 1.10 1.60
H 2.63 -1.79 0.79
H 4.33 2.73 4.67
H -5.10 -4.71 -5.36
N -2.09 -1.27 -1.61
C 1.75 0.19 -2.48
H -0.22 -2.09 -1.86
C -8.02 -0.22 -0.24
C 3.64 -0.33 -4.47
O -1.40 4.62 -1.33
C -0.03 2.89 -2.11
C 4.65 0.62 4.66
C -1.93 3.16 0.51
H 2.78 -1.64 2.99
C -3.43 -1.37 -1.90
H 1.09 -3.42 4.55
H 6.26 -0.60 2.49
C -1.76 3.41 -0.86
H 0.18 2.49 -3.11
H -4.91 -2.33 -3.15
H -4.02 1.29 1.61
C -5.88 0.63 0.83
C 5.28 -1.51 -0.10
H 2.19 -1.69 -5.26
H 4.39 -0.56 -5.22
C -4.51 0.73 0.82
H 2.21 2.64 0.54
H 5.25 -1.79 -1.15
H 2.39 2.62 3.14
H -0.44 -1.50 4.44
H -8.31 -1.08 0.36
C -1.64 -3.09 -3.10
H 2.36 5.08 0.22

## Properties
**Relative energy (zero: lowest compared OMol25 entry of this formula, charge and spin)**: 15.5 kcal/mol
**Gap between HOMO and LUMO (alpha / beta)**: 4.57 / 4.57 eV
**HOMO (alpha / beta)**: -8.0 / -8.0 eV
**Lowest unoccupied orbital energy (alpha / beta)**: -0.12561 / -0.12553 Eh
**2S+1**: 2
**Net charge**: +1

C47H45AsBF4IN5O5S4Ta | ωB97M-V with the def2-TZVPD basis set

Cartesian coordinates (Å):
C -2.96 -4.30 -2.68
C -1.39 0.97 -4.22
C 1.87 5.69 3.96
As -0.32 -3.56 0.35
C -2.36 -3.82 -1.54
C -0.84 -5.05 -3.51
O -3.67 -0.03 2.58
H 1.71 -2.34 -1.26
H -1.63 1.62 -1.58
H -4.30 -3.41 -0.78
H -1.74 -2.81 2.96
C 2.56 1.78 5.50
C -2.17 2.65 4.07
N -2.49 -0.11 2.41
C -1.01 -4.06 -1.31
Ta 0.19 -0.26 1.81
C 0.37 2.03 4.24
O -0.63 -1.84 0.57
N -1.86 0.40 1.35
C 2.51 4.91 3.06
H -1.88 -7.70 2.60
H -2.53 -5.21 -4.63
H 3.03 -1.01 7.33
C 2.24 -3.20 -0.90
H -5.17 1.40 -3.33
H -4.28 0.07 0.64
H -3.15 -1.99 -0.84
H 0.19 2.05 -0.04
H 0.39 6.43 -5.87
H 2.48 2.81 2.30
H -0.43 3.32 -5.23
C -1.22 -5.94 1.62
H -3.74 1.75 6.94
I 2.70 -0.09 0.78
C -1.06 2.20 4.70
O -1.63 -0.62 3.19
N -1.51 1.27 -0.62
C -3.56 -0.06 -3.58
C -1.98 2.19 -4.25
C 3.40 4.13 -5.48
H 4.28 1.15 6.68
C 2.01 3.59 2.98
H 4.28 3.49 -5.34
H -2.72 -6.59 4.59
C 2.21 -5.00 0.71
H -3.88 3.27 -4.11
C 1.41 5.15 -4.59
H -3.01 -3.17 0.41
F 8.47 -0.21 1.71
C 2.48 4.31 -4.45
H -0.19 6.20 -3.73
N -3.67 0.43 -0.12
C -2.19 -0.14 -3.91
C -1.84 -6.63 2.64
C 3.27 0.98 6.38
H -4.13 0.60 -1.03
F 0.75 -1.65 2.91
H 1.88 6.13 -7.80
H 4.08 -6.15 0.77
H 3.35 5.21 2.49
H -4.14 -0.95 -3.39
H 0.80 -4.83 -2.11
C -1.20 3.41 -4.52
H 2.87 2.79 5.15
H -0.34 0.90 -4.45
C 0.47 5.40 -3.43
S -0.64 4.04 -2.93
H 0.91 5.63 -2.47
C 1.35 1.26 5.15
H -2.14 3.11 3.08
C 4.12 -4.65 -0.75
O 0.49 1.20 2.89
C -2.43 0.69 0.17
C 0.99 3.37 3.84
C -1.66 -3.89 2.87
C -4.10 1.22 -3.57
H 2.75 3.89 -3.48
F 7.91 0.65 -0.33
H -0.89 -6.40 0.68
H -1.85 4.18 -4.95
H -2.57 -4.13 4.85
O 0.19 2.92 -2.31
C -2.17 -4.78 -3.71
S 0.68 4.77 4.80
C -0.26 -4.67 -2.31
H -0.20 -5.45 -4.27
C -3.29 -3.03 -0.64
H -1.68 -1.10 -3.91
B 7.73 -0.23 0.63
S -1.45 1.70 6.32
C 2.07 5.55 -6.89
H 4.06 -3.05 -2.11
C 1.20 5.74 -5.80
C 2.63 -0.16 6.76
C 3.51 -5.36 0.26
F 6.73 -1.08 0.46
C -3.31 2.51 4.83
N -0.15 1.11 -0.21
C -2.23 -4.61 3.92
H 1.95 6.77 4.10
C -1.13 -4.55 1.78
S 1.09 -0.27 5.91
C -3.09 2.02 6.09
H 3.96 4.68 -7.45
C 3.49 -3.54 -1.31
H -4.04 -4.23 -2.65
C 3.19 4.75 -6.70
H -4.26 2.81 4.49
H 0.36 0.82 -1.03
C 1.58 -3.95 0.10
C -3.37 2.30 -4.03
H 1.73 -5.60 1.44
H 5.09 -4.93 -1.12
C -2.27 -5.98 3.78

## Properties
**Relative energy (zero: lowest compared OMol25 entry of this formula, charge and spin)**: 8.7 kcal/mol
**Gap between HOMO and LUMO**: 6.74 eV
**HOMO**: -12.7 eV
**Lowest unoccupied orbital energy**: -0.21848 Eh
**Net charge**: +2

C47H45BBrFeIN7O | ωB97M-V with the def2-TZVPD basis set

Cartesian coordinates (Å):
C 2.39 0.91 -2.36
C -4.82 1.83 1.56
H 2.81 5.32 1.35
C 1.15 -4.55 3.26
H 4.20 4.44 -0.81
C -2.29 -3.23 2.81
H 5.44 3.23 -0.50
H -3.59 -0.95 -2.76
O -0.46 1.40 -1.54
H -3.40 -4.94 3.42
H 1.04 -5.12 4.18
C 0.70 -5.07 2.06
B 2.89 2.18 0.99
N 2.16 0.94 -1.05
C 2.51 -1.21 2.21
C 3.36 1.86 -2.68
C -3.42 -1.89 -3.27
C -2.32 -4.02 -3.38
C -3.95 1.09 0.77
C -0.16 2.80 -1.80
Fe 0.67 0.32 0.16
C 1.89 -2.54 2.14
N 2.17 -0.18 1.43
N 0.39 2.06 1.11
N 1.52 2.79 1.33
H 1.75 5.88 2.65
C 3.70 2.47 -1.49
C -2.83 -4.09 3.75
H -1.18 0.09 -2.97
H 0.13 0.08 -6.30
C 3.85 0.48 2.72
H -1.96 0.82 0.11
C -4.32 2.87 2.33
H 0.07 3.28 -0.85
H 1.88 -1.72 -2.05
C 0.78 -2.15 -3.84
C -1.52 0.98 -2.42
H 4.43 2.28 3.72
C 2.24 5.00 2.23
H 5.44 0.88 4.06
C -1.82 2.16 -3.34
C -2.08 2.43 1.52
C 3.56 -0.83 3.05
H -0.72 4.84 2.43
H 3.79 2.05 -3.65
C -0.64 2.80 1.54
H -4.33 0.27 0.17
H 2.95 4.62 2.96
C 1.21 3.98 1.88
H -4.98 3.45 2.95
C -1.40 3.34 -2.48
H 5.18 3.83 -2.15
H -2.87 2.18 -3.63
H -4.81 -1.47 -4.83
C -2.60 1.39 0.75
N 3.00 0.84 1.75
H -4.43 -3.63 -5.98
C -0.16 4.02 2.03
C 4.88 1.39 3.28
C 1.74 -3.29 3.31
C -2.97 3.16 2.31
H -0.25 -2.30 -5.71
H -2.17 3.59 -1.74
C -2.51 -2.80 -2.74
H 5.59 1.72 2.52
N 2.96 1.90 -0.52
H -2.39 0.72 -1.81
H 0.64 -3.20 -3.59
H 0.25 -6.05 2.03
H -1.18 4.24 -3.06
C -1.55 -2.13 3.24
H -2.60 3.96 2.93
Br -1.15 -5.35 -2.70
I -1.48 -2.31 -0.99
C 4.68 3.55 -1.22
N -0.47 -0.54 1.53
H 4.08 -1.44 3.77
C -3.90 -3.40 -5.07
C -2.63 -3.85 5.10
H 0.52 -4.73 -0.06
C -4.11 -2.19 -4.43
H 3.77 2.92 1.32
H 2.08 -2.89 4.25
C -1.89 -2.76 5.53
C 0.50 -0.31 -5.36
H 1.36 1.55 -4.74
H -5.88 1.59 1.58
H -3.05 -4.53 5.83
C 1.19 0.51 -4.49
H -0.76 -1.03 4.92
H -1.21 2.10 -4.24
H -2.85 -5.27 -5.03
C 0.86 -4.33 0.89
H 1.61 -2.52 0.02
C 1.45 -3.08 0.94
C 1.47 -1.32 -2.96
H -2.43 -3.40 1.75
C 0.28 -1.65 -5.03
C 1.67 0.02 -3.28
C -3.01 -4.32 -4.54
C -0.95 -1.25 2.28
H -1.74 -2.58 6.59
C -1.35 -1.89 4.60
H 0.71 2.86 -2.45

## Properties
**Gap between HOMO and LUMO (alpha / beta)**: 8.49 / 8.46 eV
**HOMO (alpha / beta)**: -10.7 / -10.7 eV
**Lowest unoccupied orbital energy (alpha / beta)**: -0.07996 / -0.08093 Eh
**Net charge**: +1

Strongest force on any atom values (in eV/Å) by entry order: 0.60, 2.97, 2.53, 1.05.